C3H7NO3 as an isolated structure, computed with wB97M-V/def2-TZVPD.

Cartesian coordinates (Å):
O (-1.748, 0.122, 0.133)
O (-2.219, -0.748, 1.187)
O (-0.622, -0.687, -1.656)
N (0.748, -1.383, 0.175)
C (0.490, 0.476, 0.267)
C (-0.462, -0.404, -0.470)
C (1.101, 1.605, -0.451)
H (0.690, -1.736, 1.123)
H (0.782, -2.152, -0.482)
H (1.992, 1.966, 0.062)
H (-2.677, -1.445, 0.685)
H (0.283, 0.614, 1.332)
H (1.279, 1.354, -1.495)
H (0.361, 2.416, -0.409)

Forces on atoms 1 to 3 (eV/Å):
-0.530 -1.695 0.894
0.051 -0.043 -0.231
0.781 0.251 0.170

As for the LUMO energy: 0.0147 eV. The HOMO energy comes out at -8.93 eV. Its total charge is 0. The value obtained for the HOMO-LUMO gap is 8.94 eV. For the energy above the lowest of the compared OMol25 structures with the same formula, charge and spin, the calculation gives 7.9244 eV.

---

C50H36ClIN2OP2S2W as an isolated structure, computed with wB97M-V/def2-TZVPD.

Cartesian coordinates (Å):
W (-0.072, 0.057, -0.876)
I (2.022, -1.485, 0.357)
Cl (-6.787, 2.870, -1.830)
S (-0.358, -2.428, -1.484)
S (-1.827, -0.736, 0.703)
P (-1.468, -2.653, 0.200)
P (0.911, 1.573, 1.092)
O (-1.150, 1.715, -0.812)
N (-1.225, -0.047, -2.719)
N (1.362, 0.237, -2.553)
C (5.099, 1.442, 1.401)
C (3.734, -0.293, 0.442)
C (-1.320, 1.538, 2.756)
C (0.025, 1.194, 2.621)
C (0.795, 5.080, -0.946)
C (0.959, 3.755, -0.588)
C (-2.437, 0.361, -2.910)
C (0.278, -4.555, 1.188)
C (6.122, -0.325, 0.100)
C (2.672, 1.688, 1.621)
C (-2.017, 1.187, 3.899)
C (0.021, 4.211, 1.576)
C (-0.483, -0.612, -3.795)
C (4.198, 3.181, 2.806)
C (-3.683, -3.328, -1.278)
C (4.849, -0.900, -0.076)
C (-5.391, -4.840, -0.537)
C (5.274, 2.566, 2.240)
C (1.774, -0.800, -4.714)
C (0.655, 0.473, 3.633)
C (0.016, -3.711, 3.824)
C (-0.984, -1.273, -4.884)
C (-4.681, -5.087, 0.627)
C (-0.694, -3.064, 2.825)
C (-0.560, -3.487, 1.504)
C (0.985, -5.195, 2.192)
C (-2.432, 1.956, -1.058)
C (-0.049, 0.117, 4.774)
C (-4.500, 1.521, -2.274)
C (2.635, 0.593, -2.498)
C (0.856, -4.770, 3.508)
C (0.910, -0.401, -3.683)
C (0.234, 5.977, -0.043)
C (2.907, 2.753, 2.463)
C (-0.112, -1.724, -5.896)
C (-2.966, -3.575, -0.106)
C (-0.153, 5.541, 1.214)
C (-3.064, 3.013, -0.395)
C (0.577, 3.309, 0.675)
C (-4.395, 3.273, -0.633)
C (-4.891, -3.962, -1.493)
C (-3.466, -4.458, 0.847)
C (-3.150, 1.224, -2.022)
C (-1.382, 0.476, 4.910)
C (6.238, 0.803, 0.853)
C (3.791, 0.942, 1.142)
C (1.233, -1.488, -5.825)
C (3.557, 0.282, -3.512)
C (3.138, -0.441, -4.593)
C (-5.121, 2.515, -1.560)
H (-2.922, 0.120, -3.854)
H (4.324, 4.019, 3.477)
H (7.212, 1.227, 1.060)
H (1.698, 0.197, 3.544)
H (0.105, 7.014, -0.322)
H (-5.045, 0.973, -3.031)
H (4.582, 0.605, -3.405)
H (-3.057, 1.464, 4.001)
H (-1.926, 0.207, 5.805)
H (-0.087, -3.387, 4.851)
H (6.992, -0.810, -0.320)
H (-1.334, -2.226, 3.074)
H (3.832, -0.725, -5.373)
H (0.452, -0.427, 5.563)
H (-1.830, 2.078, 1.968)
H (-6.338, -5.335, -0.706)
H (-2.911, -4.666, 1.753)
H (-0.588, 6.235, 1.920)
H (1.096, 5.416, -1.928)
H (-4.893, 4.080, -0.113)
H (-5.070, -5.776, 1.365)
H (-2.492, 3.619, 0.296)
H (1.896, -1.815, -6.614)
H (1.411, -5.270, 4.290)
H (1.375, 3.061, -1.313)
H (-2.043, -1.475, -4.978)
H (2.958, 1.124, -1.612)
H (2.072, 3.318, 2.856)
H (1.633, -6.026, 1.950)
H (6.279, 2.913, 2.438)
H (-0.527, -2.249, -6.744)
H (0.381, -4.885, 0.160)
H (-0.275, 3.893, 2.568)
H (-3.285, -2.647, -2.021)
H (-5.445, -3.780, -2.404)
H (4.765, -1.845, -0.597)

Forces on atoms 1 to 3 (eV/Å):
-0.322 -0.737 0.069
0.104 0.115 0.148
-0.009 0.004 0.002

As for the LUMO energy (spin up / spin down): -5.7604 / -6.0086 eV. The HOMO energy (spin up / spin down) comes out at -12.26 / -13.05 eV. Its total charge is +2. The value obtained for the HOMO-LUMO gap (spin up / spin down) is 6.50 / 7.04 eV. The spin multiplicity is 3. As for the expectation value of S²: 2.0215.

---

A 2-piece molecular cluster, C6H10O overall, computed with wB97M-V/def2-TZVPD.

Cartesian coordinates (Å):
O (-0.514, 1.291, 0.100)
C (1.083, -0.773, 1.029)
C (1.505, 0.222, -0.021)
C (0.445, -0.807, -0.325)
C (0.797, 1.533, 0.122)
C (-0.835, -0.014, -0.465)
C (-2.060, -0.543, 0.251)
H (-2.886, 0.169, 0.170)
H (-2.378, -1.497, -0.181)
H (2.509, 0.192, -0.429)
H (1.163, 2.427, -0.676)
H (1.792, -1.561, 1.265)
H (-1.840, -0.701, 1.312)
H (0.625, -1.635, -1.003)
H (-1.042, 0.162, -1.532)
H (1.139, 2.040, -1.535)
H (0.506, -0.417, 1.881)

Forces on atoms 1 to 3 (eV/Å):
0.027 0.065 0.063
0.006 -0.066 0.195
0.153 0.108 -0.061

As for the LUMO energy: 0.8510 eV. The HOMO energy comes out at -8.01 eV. Its total charge is 0. The value obtained for the HOMO-LUMO gap is 8.86 eV. For the energy above the lowest of the compared OMol25 structures with the same formula, charge and spin, the calculation gives 4.3378 eV.

---

One molecule with the formula C9H13NO2, computed with wB97M-V/def2-TZVPD.

Cartesian coordinates (Å):
O (-3.359, 0.084, 0.599)
O (-2.193, 1.813, 1.420)
N (-2.228, 0.961, 0.487)
C (1.625, -0.622, 0.167)
C (-1.596, -0.313, -1.370)
C (-1.302, 0.738, -0.382)
C (1.763, 0.267, -1.028)
C (-0.135, 1.630, -0.390)
C (0.729, -0.645, 1.103)
C (0.914, 1.227, -1.405)
C (2.817, -1.478, 0.524)
C (-0.242, -1.028, 1.902)
H (3.703, -0.946, 0.699)
H (1.198, 1.681, -2.281)
H (-2.055, 0.204, -2.221)
H (-0.684, -0.741, -1.942)
H (-0.444, 2.809, -0.477)
H (2.675, 0.027, -1.712)
H (-0.391, -0.566, 2.797)
H (-3.783, 0.460, 1.388)
H (-2.095, -1.049, -0.951)
H (0.264, 1.592, 0.551)
H (3.178, -2.137, -0.446)
H (2.622, -2.209, 1.217)
H (-0.981, -1.760, 1.752)

Forces on atoms 1 to 3 (eV/Å):
1.128 0.255 -0.531
0.292 -0.359 -0.918
-3.543 1.084 4.212

As for the LUMO energy (spin up / spin down): 0.2829 / -3.3784 eV. The HOMO energy (spin up / spin down) comes out at -4.09 / -7.60 eV. Its total charge is 0. The value obtained for the HOMO-LUMO gap (spin up / spin down) is 4.37 / 4.23 eV. The spin multiplicity is 3. For the energy above the lowest of the compared OMol25 structures with the same formula, charge and spin, the calculation gives 6.8383 eV. As for the expectation value of S²: 2.0296.

---

Number 1: largest force on an atom 0.04196 Eh/bohr. Number 2: largest force on an atom 0.01569 Eh/bohr. Number 3: largest force on an atom 0.00503 Eh/bohr. Number 4: largest force on an atom 0.12133 Eh/bohr.